Model A:
The following is a quantum chemistry calculation of the ion C4H8NO with charge +1, from OMol25.

Summary:
Total charge ... +1
HOMO energy ... -14.717 eV
2S+1 ... 1
Lowest unoccupied orbital energy ... -0.1323 Eh
M ... 86.114 g mol⁻¹

Geometry (Å):
1 O -0.160 -1.738 -0.106
2 N -1.286 0.489 -0.601
3 C -0.794 0.354 0.779
4 C 2.371 0.755 -0.538
5 C 0.409 -0.681 0.638
6 C 1.480 0.192 -0.019
7 H -2.272 0.637 -0.857
8 H -0.760 1.034 -1.277
9 H 3.064 1.449 -0.875
10 H -1.656 -0.200 1.436
11 H 0.601 -2.330 -0.185
12 H -0.625 1.382 1.088
13 H 0.924 -0.839 1.633
14 H -1.296 -0.502 -1.115



Model B:
The following is a quantum chemistry calculation of a structure of composition C4H8NO, from OMol25.

Summary:
Total charge ... +1
HOMO energy ... -15.538 eV
2S+1 ... 1
Lowest unoccupied orbital energy ... -0.1582 Eh
M ... 86.114 g mol⁻¹

Geometry (Å):
1 O -0.282 0.920 -2.085
2 N 0.806 0.908 -0.004
3 C 0.903 -1.515 1.594
4 C -0.878 -0.693 -0.193
5 C 0.249 -0.789 0.755
6 C -0.523 0.757 -0.770
7 H 1.517 0.912 -0.743
8 H -1.289 1.270 -0.285
9 H -0.642 1.760 -2.510
10 H 1.807 -0.993 1.936
11 H 0.399 -2.257 2.161
12 H -1.074 -1.492 -0.881
13 H 0.814 1.686 0.660
14 H -1.808 -0.473 0.364



Model C:
The following is a quantum chemistry calculation of the ion C4H8NO with charge +1, from OMol25.

Summary:
Total charge ... +1
HOMO energy ... -16.022 eV
2S+1 ... 1
Lowest unoccupied orbital energy ... -0.1910 Eh
M ... 86.114 g mol⁻¹

Geometry (Å):
1 O 1.479 2.007 -1.166
2 N 0.503 0.154 -0.059
3 C -1.695 -1.003 0.687
4 C -0.201 -0.885 0.644
5 C 0.432 0.317 1.210
6 C 0.829 0.806 -1.280
7 H -2.202 -0.182 1.190
8 H -2.014 -1.077 -0.326
9 H 0.353 -1.972 0.765
10 H 2.411 1.921 -1.343
11 H 0.576 0.891 1.993
12 H -1.836 -1.943 1.402
13 H 1.453 0.122 -1.758
14 H -0.087 0.844 -1.959



Model D:
The following is a quantum chemistry calculation of the ion C4H8NO with charge +1, from OMol25.

Summary:
Total charge ... +1
HOMO energy ... -14.523 eV
2S+1 ... 1
Lowest unoccupied orbital energy ... -0.1421 Eh
M ... 86.114 g mol⁻¹

Geometry (Å):
1 O 0.515 1.907 -0.322
2 N -1.398 0.464 -0.057
3 C 0.855 -1.696 -0.978
4 C 0.574 1.710 1.071
5 C 0.070 0.657 0.072
6 C 1.086 -0.502 -0.433
7 H 1.979 -0.089 -0.462
8 H -1.833 1.028 0.700
9 H -0.005 2.270 1.792
10 H 1.887 -2.181 -1.361
11 H -0.079 -2.261 -1.030
12 H 1.623 1.898 1.304
13 H -1.601 -0.529 -0.081
14 H -1.731 0.998 -0.884



Relative stability in kcal/mol, measured from the most stable structure: model A 1.6; model B 0.0; model C 18.4; model D 9.0



Model A:
The following is a quantum chemistry calculation of a structure of composition C4H8NO, from OMol25.

Summary:
Total charge ... +1
HOMO energy ... -13.449 eV
2S+1 ... 1
Lowest unoccupied orbital energy ... -0.1343 Eh
M ... 86.114 g mol⁻¹

Geometry (Å):
1 O -2.517 -0.077 0.099
2 N 1.117 -0.651 0.202
3 C 1.353 0.986 0.164
4 C -0.264 -1.124 -0.103
5 C -1.264 0.034 -0.082
6 C -0.531 1.176 0.003
7 H -0.910 2.199 0.029
8 H 1.450 -0.657 1.103
9 H -0.216 -1.742 -1.078
10 H 1.617 1.267 1.229
11 H 1.718 -1.369 -0.377
12 H 1.939 1.472 -0.621
13 H -2.835 0.759 0.221
14 H -0.493 -1.965 0.664



Model B:
The following is a quantum chemistry calculation of the ion C4H8NO with charge +1, from OMol25.

Summary:
Total charge ... +1
HOMO energy ... -15.658 eV
2S+1 ... 1
Lowest unoccupied orbital energy ... -0.1645 Eh
M ... 86.114 g mol⁻¹

Geometry (Å):
1 O 1.483 0.768 0.033
2 N -1.037 0.259 0.070
3 C 2.692 0.064 -0.005
4 C -2.248 1.003 -0.063
5 C 0.221 0.013 0.077
6 C -0.670 -1.154 0.047
7 H -2.144 2.043 0.241
8 H -0.988 -1.715 -0.840
9 H 2.687 -0.504 -0.994
10 H -3.039 0.498 0.445
11 H 3.511 0.761 -0.178
12 H -2.629 0.926 -1.013
13 H 2.910 -0.483 0.941
14 H -0.992 -1.796 0.911



Relative stability in kcal/mol, measured from the most stable structure: model A 0.0; model B 7.1



Model A:
The following is a quantum chemistry calculation of the ion C4H8NO with charge +1, from OMol25.

Summary:
Total charge ... +1
HOMO energy ... -14.890 eV
2S+1 ... 1
Lowest unoccupied orbital energy ... -0.2390 Eh
M ... 86.114 g mol⁻¹

Geometry (Å):
1 O -1.845 0.853 -0.045
2 N 2.379 0.009 -0.507
3 C 0.534 -0.034 1.042
4 C -0.219 -0.850 0.151
5 C -1.478 -0.424 -0.434
6 C 1.467 0.669 -0.017
7 H 3.082 0.404 -1.120
8 H 1.192 -0.589 1.708
9 H 0.188 -1.798 -0.179
10 H -0.056 0.732 1.543
11 H -2.761 1.052 -0.275
12 H -2.222 -1.198 -0.147
13 H -1.418 -0.526 -1.538
14 H 1.156 1.700 -0.183



Model B:
The following is a quantum chemistry calculation of the ion C4H8NO with charge +1, from OMol25.

Summary:
Total charge ... +1
HOMO energy (spin up / spin down) ... -13.188 / -13.188 eV
2S+1 ... 1
Lowest unoccupied orbital energy (spin up / spin down) ... -0.1727 / -0.1726 Eh
M ... 86.114 g mol⁻¹

Geometry (Å):
1 O -1.769 -0.246 -1.742
2 N -0.136 0.815 -0.428
3 C -1.339 -0.043 -0.493
4 C 0.709 -0.115 0.543
5 C 0.412 -1.432 0.014
6 C 1.337 0.451 1.576
7 H 0.188 0.916 -1.345
8 H 1.701 -0.266 2.343
9 H 0.676 -1.698 -0.929
10 H -1.241 0.298 -2.411
11 H 1.248 1.483 1.892
12 H 0.487 -2.118 0.829
13 H -0.247 1.832 -0.148
14 H -2.027 0.124 0.299



Model C:
The following is a quantum chemistry calculation of the ion C4H8NO with charge +1, from OMol25.

Summary:
Total charge ... +1
HOMO energy ... -14.684 eV
2S+1 ... 1
Lowest unoccupied orbital energy ... -0.1302 Eh
M ... 86.114 g mol⁻¹

Geometry (Å):
1 O 2.460 -0.338 -1.331
2 N 0.393 0.412 -0.443
3 C 1.772 -0.187 -0.162
4 C -0.485 0.351 0.720
5 C -1.804 -0.130 0.612
6 C -3.106 -0.598 0.507
7 H -3.307 -1.640 0.669
8 H 2.258 0.456 0.580
9 H -3.900 0.090 0.289
10 H 1.585 -1.179 0.270
11 H 3.095 0.368 -1.513
12 H -0.017 -0.122 -1.224
13 H 0.495 1.388 -0.761
14 H -0.089 0.678 1.664



Model D:
The following is a quantum chemistry calculation of the ion C4H8NO with charge +1, from OMol25.

Summary:
Total charge ... +1
HOMO energy ... -14.142 eV
2S+1 ... 1
Lowest unoccupied orbital energy ... -0.1583 Eh
M ... 86.114 g mol⁻¹

Geometry (Å):
1 O 1.610 0.524 -0.754
2 N -0.448 -0.035 0.083
3 C -2.605 -0.204 -1.188
4 C -1.237 -0.128 -1.130
5 C 1.636 0.016 1.505
6 C 0.819 0.276 0.209
7 H -0.738 -0.128 -2.182
8 H 2.554 0.657 -0.474
9 H 1.157 0.014 2.503
10 H 2.206 -0.893 1.287
11 H 2.516 0.688 1.567
12 H -1.134 -0.156 0.905
13 H -3.089 -0.485 -2.013
14 H -3.246 -0.146 -0.318



Relative stability in kcal/mol, measured from the most stable structure: model A 33.4; model B 73.6; model C 26.1; model D 0.0



Model A:
The following is a quantum chemistry calculation of the ion C4H7N2OS with charge +1, from OMol25.

Summary:
Total charge ... +1
HOMO energy ... -14.192 eV
2S+1 ... 1
Lowest unoccupied orbital energy ... -0.1811 Eh
M ... 131.180 g mol⁻¹

Geometry (Å):
1 S 2.514 -0.152 0.894
2 O 1.821 0.168 -1.635
3 N 0.212 -1.099 -0.441
4 N 0.625 1.433 -0.142
5 C -1.455 0.401 0.459
6 C -1.057 -0.842 0.182
7 C 1.297 0.284 -0.400
8 C -0.591 1.541 0.214
9 H -0.966 2.545 0.365
10 H 0.114 -1.302 -1.446
11 H -2.419 0.575 0.907
12 H 2.034 0.626 1.866
13 H -1.664 -1.711 0.393
14 H 2.107 1.022 -1.990
15 H 0.693 -1.900 -0.017



Model B:
The following is a quantum chemistry calculation of the ion C4H7N2OS with charge +1, from OMol25.

Summary:
Total charge ... +1
HOMO energy ... -13.680 eV
2S+1 ... 1
Lowest unoccupied orbital energy ... -0.1506 Eh
M ... 131.180 g mol⁻¹

Geometry (Å):
1 S -2.227 1.119 -0.787
2 O -1.424 0.074 1.430
3 N 0.326 1.064 0.362
4 N 1.926 -0.394 -0.385
5 C 1.563 0.771 0.061
6 C -0.778 0.213 0.201
7 C 0.851 -1.259 -0.778
8 C -0.405 -1.008 -0.459
9 H -2.402 0.120 1.375
10 H -0.192 1.921 0.645
11 H 2.367 1.629 0.129
12 H 1.108 -2.132 -1.264
13 H 2.931 -0.497 -0.486
14 H -1.179 -1.617 -0.812
15 H -1.531 1.656 -1.728



Relative stability in kcal/mol, measured from the most stable structure: model A 7.1; model B 0.0